P) Computed, not measured: the molecule C5H10O, with wB97M-V/def2-TZVPD.

XYZ file:
```
16
Properties=species:S:1:pos:R:3
O -2.92 0.14 -0.43
C -1.69 0.35 0.30
C -0.59 -0.60 -0.11
C 0.68 -0.09 0.41
C 1.49 0.92 -0.34
C 2.04 -0.46 -0.20
H -3.10 -0.85 -0.24
H -1.95 0.35 1.39
H -1.40 1.46 0.14
H -0.74 -1.55 0.52
H -0.61 -0.81 -1.19
H 0.74 0.01 1.48
H 1.20 1.20 -1.35
H 1.93 1.65 0.31
H 2.88 -0.62 0.42
H 2.06 -1.11 -1.10
```

Values from the calculation:
LUMO in eV: 1.0
SMILES: OCCC1CC1
HOMO-LUMO gap in eV: 10.93
HOMO level in eV: -9.89
Net charge: 0

---

Q) Computed, not measured: the molecule C5H10O, with wB97M-V/def2-TZVPD.

XYZ file:
```
16
Properties=species:S:1:pos:R:3
C -0.78 -1.65 -1.67
C 0.30 -1.75 -0.58
C 0.70 -0.34 -0.18
C 0.03 2.26 0.67
C 0.45 1.15 1.61
O 0.24 -0.16 1.04
H -0.40 -1.13 -2.55
H -1.66 -1.09 -1.31
H -1.12 -2.64 -1.97
H 1.17 -2.26 -1.00
H -0.08 -2.33 0.28
H -0.85 1.95 0.10
H -0.23 3.16 1.24
H 0.82 2.51 -0.04
H -0.16 1.15 2.52
H 1.50 1.22 1.90
```

Values from the calculation:
LUMO in eV: 1.1
HOMO-LUMO gap in eV: 9.35
HOMO level in eV: -8.30
Net charge: 0

---

P) is preferred energetically. Next in line: 108.3 kJ/mol higher.

---

P) Computed, not measured: a cluster of 2 separate species, C5H10O in total, with wB97M-V/def2-TZVPD.

XYZ file:
```
16
Properties=species:S:1:pos:R:3
C 1.99 -0.32 -0.09
C 0.24 0.78 0.16
C -0.65 0.62 -0.95
C -1.72 -0.36 -0.54
O -1.25 -0.92 0.69
C -0.41 0.03 1.30
H 2.57 -0.10 -0.99
H 2.51 0.08 0.79
H 1.82 -1.40 0.03
H 0.80 1.69 0.35
H -0.72 1.33 -1.76
H 0.68 0.01 -0.76
H -1.88 -1.20 -1.23
H -2.70 0.13 -0.39
H -0.99 0.78 1.88
H 0.27 -0.50 1.97
```

Values from the calculation:
LUMO in eV: 1.0
HOMO-LUMO gap in eV: 7.84
HOMO level in eV: -6.87
Net charge: 0

---

Q) Computed, not measured: the molecule C5H10O, with wB97M-V/def2-TZVPD.

XYZ file:
```
16
Properties=species:S:1:pos:R:3
C 1.86 -0.73 -0.02
C 1.15 0.68 0.19
C -0.12 0.70 -0.73
C -1.05 -0.37 -0.17
C -2.25 0.06 0.64
O -2.40 -0.36 -0.69
H 2.83 -0.81 0.50
H 2.17 -0.89 -1.10
H 1.25 -1.70 0.15
H 0.91 0.60 1.26
H 1.75 1.61 0.14
H 0.26 0.41 -1.73
H -0.63 1.68 -0.72
H -0.70 -1.42 -0.04
H -2.60 -0.58 1.40
H -2.42 1.13 0.93
```

Values from the calculation:
LUMO in eV: 1.1
SMILES: CCC[C@H]1CO1
HOMO-LUMO gap in eV: 11.24
HOMO level in eV: -10.10
Net charge: 0

---

Q) is preferred energetically. Next in line: 335.6 kJ/mol higher.

---

P) Computed, not measured: a cluster of 2 separate species, C5H10O in total, with wB97M-V/def2-TZVPD.

XYZ file:
```
16
Properties=species:S:1:pos:R:3
C 0.49 -1.05 -1.21
C 0.74 0.07 -0.24
C 0.35 1.29 -0.54
C 0.30 2.72 -0.52
O -0.30 1.90 -1.56
H 0.52 -2.03 -0.72
H 1.27 -1.04 -1.99
H -0.48 -0.95 -1.71
H 1.29 -0.09 0.68
H -0.40 3.28 0.09
H 1.18 3.27 -0.85
C -1.45 -1.72 1.36
H -1.95 -1.86 2.31
H -0.44 -2.12 1.41
H -1.99 -2.22 0.56
H -1.39 -0.65 1.13
```

Values from the calculation:
LUMO in eV: 1.0
SMILES: C/C=C1/CO1.C
HOMO-LUMO gap in eV: 9.86
HOMO level in eV: -8.84
Net charge: 0

---

Q) Computed, not measured: a cluster of 2 separate species, C5H10O in total, with wB97M-V/def2-TZVPD.

XYZ file:
```
16
Properties=species:S:1:pos:R:3
C -1.96 -1.30 0.28
O -1.22 -0.25 0.94
C -0.90 0.93 0.43
C 1.41 1.82 -0.09
C 1.02 0.67 -0.66
C 1.29 -0.63 0.04
H -2.49 -1.91 1.03
H -1.24 -1.94 -0.23
H -2.69 -0.90 -0.42
H -1.39 1.09 -0.58
H 1.90 1.82 0.88
H 1.42 2.77 -0.61
H 0.75 0.69 -1.71
H 0.87 -1.47 -0.52
H 0.84 -0.62 1.04
H 2.37 -0.77 0.17
```

Values from the calculation:
LUMO in eV: 0.7
HOMO-LUMO gap in eV: 8.07
HOMO level in eV: -7.38
Net charge: 0

---

P) is preferred energetically. Next in line: 277.9 kJ/mol higher.

---

P) Computed, not measured: a cluster of 2 separate species, C2H6N4 in total, with wB97M-V/def2-TZVPD.

XYZ file:
```
12
Properties=species:S:1:pos:R:3
N -1.02 0.59 -0.54
C -0.84 -0.21 0.46
N -1.08 -1.54 0.26
C 1.63 0.63 -0.54
N -0.12 0.10 1.59
N 1.70 1.04 -1.63
H -0.76 1.55 -0.33
H -1.51 -1.77 -0.62
H -0.44 -2.21 0.65
H 0.20 1.06 1.66
H 1.47 1.28 -2.57
H 0.77 -0.52 1.59
```

Values from the calculation:
LUMO in eV: 1.1
HOMO-LUMO gap in eV: 9.88
HOMO level in eV: -8.74
Net charge: 0

---

Q) Computed, not measured: the molecule C2H6N4, with wB97M-V/def2-TZVPD.

XYZ file:
```
12
Properties=species:S:1:pos:R:3
C 0.22 -0.90 -0.07
N 0.36 0.41 0.54
C -0.06 1.50 -0.39
N -1.31 2.03 0.04
N -1.59 1.54 1.13
N -0.71 0.66 1.60
H 0.43 -1.60 0.67
H -0.90 -1.10 -0.23
H 0.80 -0.92 -0.99
H -0.09 1.22 -1.50
H 0.76 2.32 -0.51
H -1.05 -0.21 1.95
```

Values from the calculation:
LUMO in eV: 0.9
SMILES: CN1CN=NN1
HOMO-LUMO gap in eV: 9.84
HOMO level in eV: -8.92
Net charge: 0

---

P) is preferred energetically. Next in line: 171.7 kJ/mol higher.

---

P) Computed, not measured: a cluster of 2 separate species, H2N2O2 in total, with wB97M-V/def2-TZVPD.

XYZ file:
```
6
Properties=species:S:1:pos:R:3
N 2.34 0.16 -1.97
N 1.29 0.47 -2.07
O -1.43 -0.72 1.01
O -0.45 0.26 1.00
H -1.94 -0.41 0.32
H 0.19 0.25 1.71
```

Values from the calculation:
LUMO in eV: 1.1
SMILES: N#N.OO
HOMO-LUMO gap in eV: 11.01
HOMO level in eV: -9.90
Net charge: 0

---

Q) Computed, not measured: a cluster of 2 separate species, H2N2O2 in total, with wB97M-V/def2-TZVPD.

XYZ file:
```
6
Properties=species:S:1:pos:R:3
N -2.12 -0.07 0.03
N 0.72 0.08 -0.01
O -1.14 -0.68 -0.13
O 0.57 1.36 -0.07
H 0.95 -0.17 0.88
H 1.01 -0.52 -0.71
```

Values from the calculation:
LUMO (alpha / beta) in eV: 0.3 / -0.6
HOMO-LUMO gap (alpha / beta) in eV: 9.18 / 7.94
HOMO level (alpha / beta) in eV: -8.85 / -8.58
Net charge: 0

---

P) is preferred energetically. Next in line: 349.3 kJ/mol higher.

---

P) Computed, not measured: the molecule C2H2O4, with wB97M-V/def2-TZVPD.

XYZ file:
```
8
Properties=species:S:1:pos:R:3
O -0.62 -1.26 -0.80
C -0.56 -0.49 0.04
O -1.62 -0.14 0.74
C 0.56 0.40 -0.15
O 0.63 1.28 -0.95
O 1.58 0.19 0.78
H -2.03 -1.00 0.50
H 2.29 0.77 0.79
```

Values from the calculation:
LUMO in eV: 0.6
SMILES: O=C(O)C(=O)O
HOMO-LUMO gap in eV: 11.70
HOMO level in eV: -11.14
Net charge: 0

---

Q) Computed, not measured: the molecule C2H2O4, with wB97M-V/def2-TZVPD.

XYZ file:
```
8
Properties=species:S:1:pos:R:3
O 0.60 1.17 0.95
C 0.51 -0.03 0.92
C -0.05 -0.84 -0.25
O 0.13 -2.03 -0.31
O -0.69 -0.25 -1.25
O -0.98 1.12 -1.21
H 0.84 -0.68 1.74
H -0.36 1.54 -0.58
```

Values from the calculation:
LUMO in eV: -1.1
SMILES: O=CC(=O)OO
HOMO-LUMO gap in eV: 9.85
HOMO level in eV: -10.97
Net charge: 0

---

P) is preferred energetically. Next in line: 261.2 kJ/mol higher.